{
  "formula": "C40H105N5O15",
  "method": "ωB97M-V with the def2-TZVPD basis set",
  "smiles": "COCCNCCOC.COCCNCCOC.COCCNCCOC.COCCNCCOC.COCCNCCOC.CCO.CCO.CCO.CCO.CCO",
  "orbital_gap_ha": 0.3221,
  "charge": 0,
  "species": ["C", "O", "C", "C", "N", "C", "C", "O", "C", "H", "H", "H", "H", "H", "H", "H", "H", "H", "H", "H", "H", "H", "H", "H", "C", "O", "C", "C", "N", "C", "C", "O", "C", "H", "H", "H", "H", "H", "H", "H", "H", "H", "H", "H", "H", "H", "H", "H", "C", "O", "C", "C", "N", "C", "C", "O", "C", "H", "H", "H", "H", "H", "H", "H", "H", "H", "H", "H", "H", "H", "H", "H", "C", "O", "C", "C", "N", "C", "C", "O", "C", "H", "H", "H", "H", "H", "H", "H", "H", "H", "H", "H", "H", "H", "H", "H", "C", "O", "C", "C", "N", "C", "C", "O", "C", "H", "H", "H", "H", "H", "H", "H", "H", "H", "H", "H", "H", "H", "H", "H", "C", "C", "O", "H", "H", "H", "H", "H", "H", "C", "C", "O", "H", "H", "H", "H", "H", "H", "C", "C", "O", "H", "H", "H", "H", "H", "H", "C", "C", "O", "H", "H", "H", "H", "H", "H", "C", "C", "O", "H", "H", "H", "H", "H", "H"],
  "xyz": [[17.06728, -26.54823, 18.27042], [16.90037, -26.78448, 16.91366], [18.12034, -26.56160, 16.19186], [18.10398, -27.12032, 14.78997], [17.48691, -28.42118, 14.67946], [17.06709, -28.77362, 13.32228], [16.53586, -30.17678, 13.25796], [15.14194, -30.18950, 13.14193], [14.66948, -31.50693, 12.92186], [17.83373, -27.20440, 18.70711], [16.12475, -26.69624, 18.79186], [17.39418, -25.51303, 18.47162], [18.96392, -27.00300, 16.74061], [18.24707, -25.46981, 16.19137], [19.14916, -27.21250, 14.48231], [17.61241, -26.39485, 14.11243], [16.72932, -28.53672, 15.34041], [17.93998, -28.68704, 12.66664], [16.33860, -28.04177, 12.92460], [16.81505, -30.73419, 14.16276], [16.97763, -30.74995, 12.42574], [13.61370, -31.49317, 12.65867], [14.74372, -32.15546, 13.80757], [15.19957, -31.98219, 12.07940], [6.73284, -27.78292, 19.40714], [6.51601, -27.01346, 18.27071], [5.15602, -26.68446, 18.04941], [4.87349, -26.63172, 16.57236], [5.02727, -25.28611, 16.00443], [6.42900, -24.86212, 15.91031], [6.51788, -23.62563, 15.02002], [7.77511, -23.02972, 15.02538], [8.72501, -23.72222, 14.31740], [5.99357, -28.58647, 19.54403], [6.78994, -27.19557, 20.33396], [7.68914, -28.31245, 19.31494], [4.95067, -25.69924, 18.48404], [4.49782, -27.41261, 18.53056], [3.82781, -26.92712, 16.43623], [5.49568, -27.39073, 16.06888], [4.66837, -25.30795, 15.05077], [7.02166, -25.64765, 15.40352], [6.83782, -24.69625, 16.90599], [5.77591, -22.87353, 15.28995], [6.28423, -23.98329, 14.00971], [8.98809, -24.65264, 14.84078], [9.65608, -23.15376, 14.34100], [8.50077, -23.93366, 13.26601], [3.41515, -24.16482, 7.62022], [3.68984, -22.81555, 7.35987], [4.94831, -22.61620, 6.76267], [6.06891, -22.68554, 7.78673], [5.83922, -21.76555, 8.87133], [6.52250, -22.05180, 10.11972], [6.25457, -23.38039, 10.79083], [6.88849, -24.49443, 10.14488], [6.37807, -25.72863, 10.56112], [3.99287, -24.53561, 8.48112], [3.60926, -24.78311, 6.73842], [2.36785, -24.23510, 7.91185], [4.92587, -21.64740, 6.26561], [5.13097, -23.41736, 6.03065], [7.04235, -22.46388, 7.32804], [6.17320, -23.73697, 8.09379], [4.84982, -21.63694, 9.05166], [6.27176, -21.28908, 10.85862], [7.59132, -21.94907, 9.90275], [5.15884, -23.56815, 10.77708], [6.51675, -23.34487, 11.85812], [5.29839, -25.81145, 10.37647], [6.50692, -25.85941, 11.64788], [6.95737, -26.52230, 10.09581], [13.35912, -23.15883, 15.49318], [13.71493, -24.37501, 14.87747], [14.29636, -25.34508, 15.75236], [13.63219, -26.65163, 15.47004], [12.22372, -26.56302, 15.92542], [11.47354, -27.81497, 15.66358], [10.87063, -27.87672, 14.26398], [9.72484, -27.09359, 14.20212], [9.16321, -27.03425, 12.92935], [12.55424, -23.25002, 16.22089], [13.11689, -22.46611, 14.67793], [14.23060, -22.61579, 15.90032], [14.23751, -25.09532, 16.81758], [15.36724, -25.42353, 15.53542], [14.17736, -27.45877, 15.97015], [13.68176, -26.84970, 14.38725], [11.84279, -25.91118, 15.23033], [10.74217, -27.96880, 16.45321], [12.17470, -28.65443, 15.69090], [10.68643, -28.92775, 13.96278], [11.63499, -27.58321, 13.51325], [8.25195, -26.44411, 12.97896], [8.88304, -28.01465, 12.50902], [9.85235, -26.55951, 12.21316], [8.30472, -27.00475, 6.08374], [9.30697, -26.52856, 6.95259], [8.88264, -25.38181, 7.66942], [10.04821, -24.87619, 8.51546], [9.70620, -23.61877, 9.15683], [10.73333, -23.20980, 10.09888], [10.58777, -21.79176, 10.54792], [9.71934, -21.72862, 11.69916], [9.60321, -20.43073, 12.18200], [7.44259, -27.39703, 6.65675], [8.71469, -27.84881, 5.52935], [7.93231, -26.25188, 5.37921], [8.07077, -25.70053, 8.34864], [8.44368, -24.62262, 7.00493], [10.98824, -24.84772, 7.96631], [10.15376, -25.66139, 9.29941], [8.78443, -23.75565, 9.55973], [11.67566, -23.33506, 9.55500], [10.83117, -23.83313, 11.00575], [10.28246, -21.07210, 9.78873], [11.56212, -21.49296, 10.98011], [10.56503, -20.08567, 12.61929], [8.90052, -20.40461, 13.01372], [9.34992, -19.69395, 11.40831], [10.20868, -30.72243, 17.18653], [9.45455, -31.47092, 16.10753], [10.31771, -32.47768, 15.53511], [9.64141, -29.80276, 17.37783], [11.21241, -30.40356, 16.92565], [10.25671, -31.26915, 18.12722], [9.11848, -30.76531, 15.34269], [8.61244, -31.99143, 16.57260], [9.98965, -32.72611, 14.66647], [10.16074, -24.18216, 18.40323], [10.17607, -25.69240, 18.45976], [11.46745, -26.24461, 18.60629], [9.21908, -23.81464, 17.98119], [10.93730, -23.77907, 17.74394], [10.32136, -23.72067, 19.38107], [9.71786, -26.07179, 17.52657], [9.51342, -26.07038, 19.23974], [11.80868, -26.37296, 17.68534], [13.57765, -24.83626, 11.48598], [13.25208, -25.96716, 10.50352], [13.49272, -25.54044, 9.17594], [12.81020, -24.06404, 11.48642], [14.52764, -24.38003, 11.20040], [13.68689, -25.23574, 12.49437], [12.20732, -26.25651, 10.67190], [13.92412, -26.77954, 10.79089], [13.85341, -26.27838, 8.67664], [12.44699, -29.29095, 10.69472], [13.05145, -30.61590, 10.26836], [14.18784, -30.30344, 9.39060], [12.23586, -28.57935, 9.89702], [13.16926, -28.79161, 11.35045], [11.53289, -29.35440, 11.29498], [12.34421, -31.28738, 9.76600], [13.45997, -31.13827, 11.14451], [14.73130, -31.08836, 9.28069], [16.78937, -22.91211, 14.09984], [16.97271, -23.83515, 12.92297], [17.06027, -23.03173, 11.76617], [16.63764, -23.47287, 15.02430], [15.98340, -22.21510, 13.88471], [17.70855, -22.34523, 14.27372], [16.12571, -24.52679, 12.81709], [17.85638, -24.47742, 13.05390], [17.23381, -23.58147, 10.99686]],
  "forces_ev_per_angstrom": [[0.408, 0.473, 0.896], [0.235, -0.595, -1.127], [-0.216, 0.221, 0.923], [-0.600, 0.311, -0.534], [0.047, -0.514, 0.127], [0.480, 0.834, 0.284], [0.348, -0.849, 0.077], [-0.982, -0.409, -0.310], [-0.028, -0.253, 0.332], [-0.132, -0.059, -0.042], [-0.093, -0.129, -0.129], [-0.074, -0.094, -0.119], [-0.192, -0.025, 0.126], [0.404, -0.111, -0.295], [0.017, 0.211, -0.167], [0.090, -0.107, 0.123], [-0.076, 0.196, -0.035], [0.038, -0.029, 0.126], [-0.092, -0.325, 0.000], [0.177, 0.164, 0.057], [-0.066, 0.270, -0.064], [0.140, 0.260, 0.509], [0.348, 0.206, -0.021], [0.041, 0.074, 0.221], [0.621, -0.765, 0.792], [-0.088, -0.163, -0.335], [0.231, 0.405, 0.258], [-0.459, 0.160, -0.476], [0.240, -0.221, -0.164], [-0.182, -0.352, -0.445], [-0.429, -0.494, 0.141], [-0.645, 1.211, 0.244], [1.903, -0.974, 0.230], [-0.176, 0.282, -0.107], [-0.188, 0.077, -0.108], [-0.012, 0.320, -0.159], [-0.148, -0.030, 0.059], [0.090, -0.127, 0.028], [0.067, 0.098, -0.118], [0.015, 0.106, 0.069], [-0.112, 0.007, 0.214], [0.107, 0.033, 0.439], [0.036, 0.093, -0.002], [0.060, -0.006, 0.176], [-0.147, 0.172, -0.261], [-0.158, -0.211, -0.302], [-0.130, 0.269, -0.168], [-0.371, 0.119, 0.004], [-0.114, -0.083, 0.614], [-0.367, 0.237, -0.160], [0.620, -0.148, -0.020], [0.359, -0.499, -0.216], [-0.529, 0.312, 0.654], [0.799, 0.048, -0.466], [-1.005, -0.733, 0.094], [0.094, 0.710, 0.071], [-0.012, -0.020, 0.941], [0.115, -0.083, -0.242], [-0.021, -0.089, 0.047], [-0.049, -0.006, -0.192], [-0.084, 0.024, 0.004], [-0.028, 0.274, -0.169], [-0.173, 0.135, -0.178], [-0.189, 0.137, 0.203], [-0.019, -0.205, -0.230], [-0.018, 0.134, -0.108], [0.046, -0.063, 0.334], [0.239, 0.100, -0.068], [0.323, -0.029, -0.160], [0.135, -0.112, -0.296], [-0.020, 0.083, -0.028], [-0.183, -0.016, -0.297], [0.869, 1.054, -0.839], [-0.100, -0.068, 0.612], [0.748, 0.257, -0.378], [-0.291, -0.400, 0.198], [0.010, -0.398, -1.275], [0.685, -0.224, -0.575], [0.789, -0.823, -0.068], [-0.314, 0.135, 0.297], [-0.156, 0.102, -0.849], [-0.005, -0.035, 0.034], [-0.670, -0.329, 0.066], [-0.087, -0.596, 0.530], [-0.393, 0.212, -0.124], [-0.053, 0.026, -0.092], [-0.236, 0.052, 0.145], [0.072, -0.035, 0.101], [-0.181, 0.308, 0.744], [-0.242, 0.010, -0.151], [0.030, 0.038, 0.309], [-0.394, 0.130, 0.353], [-0.176, 0.419, 0.230], [0.029, 0.135, 0.121], [0.188, -0.044, 0.301], [-0.065, 0.003, 0.044], [-0.247, -0.551, 0.388], [-0.016, 0.336, -0.459], [-0.201, -0.345, 0.262], [-0.763, -0.888, 0.664], [-0.004, -0.151, -0.513], [-0.284, -0.207, -0.608], [0.812, 0.352, 1.994], [-0.542, -0.552, -0.971], [0.838, 0.751, 0.664], [0.121, 0.221, -0.101], [0.095, 0.125, -0.046], [0.171, 0.107, 0.082], [0.092, 0.273, -0.154], [0.361, 0.031, -0.051], [-0.071, 0.262, -0.131], [0.396, 0.068, -0.279], [0.197, 0.234, 0.364], [0.044, 0.215, 0.130], [-0.277, -0.064, -0.135], [-0.114, -0.160, -0.221], [0.030, 0.195, -0.585], [-0.134, -0.120, -0.227], [-0.283, -0.119, -0.236], [-0.286, -0.168, 0.017], [-0.543, 0.514, 0.339], [0.775, -0.623, 0.033], [-0.030, 0.391, 0.037], [0.077, -0.104, 0.185], [0.089, -0.215, -0.332], [0.051, -0.147, -0.081], [-0.101, -0.139, -0.033], [-0.249, 0.277, -0.196], [-0.107, 0.003, 0.082], [0.017, 0.634, -0.042], [-0.345, -0.335, -0.867], [0.060, -0.164, -0.159], [-0.062, -0.068, 0.237], [0.040, -0.314, 0.020], [-0.065, -0.088, -0.015], [0.112, 0.087, 0.098], [0.172, 0.077, 0.287], [0.060, 0.310, 0.511], [0.065, -0.132, -0.438], [0.486, 0.680, 1.130], [-0.068, -0.032, -0.131], [0.116, 0.014, 0.082], [-0.031, 0.047, 0.026], [-0.142, 0.082, 0.054], [0.052, -0.258, -0.306], [-0.217, -0.267, -0.324], [-0.121, -0.005, -0.045], [0.259, 0.421, 0.653], [0.857, 0.112, -0.412], [-0.901, 0.012, 0.444], [0.051, -0.369, -0.352], [0.012, -0.078, -0.096], [0.018, -0.471, -0.170], [0.040, 0.235, -0.116], [-0.582, 0.366, -0.861], [-0.111, -0.077, 0.050], [0.633, -0.058, 0.173], [-0.217, -0.649, 0.050], [0.238, 0.272, -0.331], [-0.396, 0.000, -0.093], [-0.154, -0.043, 0.239], [-0.086, 0.132, -0.211], [-0.071, 0.114, 0.223], [0.092, 0.277, -0.056], [-0.030, -0.032, 0.032]]
}